Formula: C27H31N5O3S
Source: OMol25
Level of theory: ωB97M-V/def2-TZVPD

Values from the calculation:
**Energy relative to the best compared isomer or geometry (same formula, charge and spin)**: 0.3684 eV
**Gap between HOMO and LUMO**: 0.319 hartree

The geometry in XYZ format:
```
67
Properties=species:S:1:pos:R:3:lowdin_charge:R:1
O -0.27 -1.72 -6.83 0.027
O 2.49 1.57 -5.52 0.041
N -1.68 1.24 0.20 0.057
N -2.02 2.89 1.86 0.133
O -1.96 4.98 6.80 0.031
S -0.70 -1.24 0.88 1.082
C -0.83 -1.42 -5.78 -0.557
C 1.62 0.76 -5.81 -0.460
C -0.97 5.23 7.73 -0.117
C 0.22 4.71 7.31 -0.070
C -0.04 4.09 6.04 -0.037
C -1.37 4.28 5.77 -0.251
C -0.33 -1.42 2.60 -0.452
C -0.60 -0.28 3.32 -0.167
C -2.05 2.46 0.60 -0.187
C -1.23 0.41 1.15 -0.535
C -1.57 2.06 2.78 -0.282
C 1.20 -3.96 -1.21 -0.098
C 1.87 -2.74 -1.02 -0.110
C 0.83 -4.36 -2.51 -0.076
C 2.18 -1.92 -2.12 -0.034
C 1.13 -3.54 -3.61 -0.036
C -1.15 0.78 2.47 -0.137
C 1.81 -2.32 -3.42 -0.218
N 1.05 0.75 -7.02 0.035
N -1.55 2.49 4.09 0.071
N -0.25 -0.72 -4.80 0.125
C -2.26 -1.85 -5.54 0.009
C 1.38 1.65 -8.12 -0.050
C -2.11 3.78 4.55 -0.089
C 0.23 -2.68 3.20 -0.196
C -0.31 -0.19 4.81 -0.153
C 0.13 -2.68 4.73 -0.192
C 0.60 -1.33 5.29 -0.186
C 2.11 -1.42 -4.60 -0.098
C 1.14 -0.23 -4.73 -0.173
H -1.13 5.77 8.66 0.119
H 1.17 4.76 7.84 0.102
H 0.68 3.57 5.40 0.109
H -2.41 3.15 -0.16 0.108
H 0.97 -4.59 -0.36 0.093
H 2.16 -2.43 -0.03 0.085
H 0.31 -5.30 -2.65 0.096
H 2.69 -0.99 -1.97 0.114
H 0.84 -3.85 -4.61 0.109
H 0.40 -0.01 -7.21 0.092
H -1.43 1.75 4.77 0.097
H -0.82 -0.55 -3.99 0.150
H -2.31 -2.41 -4.60 0.082
H -2.57 -2.50 -6.36 0.087
H -2.90 -0.98 -5.49 0.086
H 2.23 1.26 -8.68 0.084
H 0.53 1.76 -8.79 0.082
H 1.65 2.63 -7.72 0.084
H -2.04 4.55 3.78 0.122
H -3.16 3.66 4.80 0.126
H 1.28 -2.78 2.90 0.114
H -0.31 -3.55 2.80 0.112
H 0.19 0.75 5.03 0.109
H -1.26 -0.22 5.36 0.124
H -0.90 -2.86 5.03 0.120
H 0.75 -3.49 5.14 0.112
H 0.59 -1.36 6.39 0.112
H 1.63 -1.14 4.97 0.121
H 3.12 -1.03 -4.48 0.127
H 2.10 -2.00 -5.52 0.121
H 1.22 0.32 -3.80 0.152
```

***

Formula: C16H17AuN6O2S2
Source: OMol25
Level of theory: ωB97M-V/def2-TZVPD

Values from the calculation:
**Energy relative to the best compared isomer or geometry (same formula, charge and spin)**: 0.3426 eV
**Gap between HOMO and LUMO**: 0.249 hartree
**Charge**: +2

The geometry in XYZ format:
```
44
Properties=species:S:1:pos:R:3:lowdin_charge:R:1
Au -0.15 -0.29 -0.67 1.412
C 3.42 -0.51 -1.56 -0.043
C 2.63 -1.69 -1.14 -0.568
N 1.34 -1.73 -0.88 -0.056
C 0.86 -3.03 -0.71 -0.301
C 1.83 -3.97 -0.75 -0.270
S 3.34 -3.24 -1.08 1.204
C -0.58 -3.16 -0.63 -0.298
C -1.40 -4.24 -0.54 -0.265
S -3.03 -3.73 -0.58 1.210
C -2.58 -2.11 -0.72 -0.584
N -1.27 -1.97 -0.73 -0.095
C -3.56 -0.99 -0.81 -0.049
H 2.82 0.39 -1.53 0.053
H 3.77 -0.66 -2.58 0.106
H 4.29 -0.36 -0.92 0.106
H 1.73 -5.04 -0.65 0.104
H -1.14 -5.28 -0.46 0.103
H -4.58 -1.38 -0.77 0.094
H -3.44 -0.45 -1.75 0.098
H -3.42 -0.29 0.01 0.086
N 0.96 -0.10 2.54 -0.003
C 0.74 -0.18 3.86 -0.061
C -0.60 -0.45 4.03 -0.041
C -1.12 -0.50 2.73 -0.146
N -0.17 -0.28 1.82 -0.054
H 1.79 0.23 2.07 0.118
H 1.53 -0.03 4.57 0.133
H -1.13 -0.59 4.96 0.110
H -2.13 -0.69 2.42 0.103
C -1.85 4.10 -1.36 0.045
N -0.59 3.47 -0.94 -0.018
C 0.53 4.20 -0.54 0.017
C 1.64 3.62 -0.06 0.065
C 1.73 2.17 0.08 -0.458
O 2.59 1.53 0.64 0.061
N 0.66 1.53 -0.57 0.025
C -0.47 2.15 -0.91 -0.485
O -1.42 1.29 -1.15 -0.067
H -1.70 5.18 -1.36 0.105
H -2.64 3.85 -0.65 0.110
H -2.12 3.77 -2.36 0.111
H 0.41 5.27 -0.62 0.147
H 2.47 4.21 0.28 0.137
```

***

Formula: C11H23AuN2O4P2
Source: OMol25
Level of theory: ωB97M-V/def2-TZVPD

Values from the calculation:
**Energy relative to the best compared isomer or geometry (same formula, charge and spin)**: 0.0000 eV
**Gap between HOMO and LUMO (alpha / beta)**: 0.252 / 0.189 hartree
**Multiplicity**: 3
**Charge**: +2

The geometry in XYZ format:
```
43
Properties=species:S:1:pos:R:3:lowdin_charge:R:1
Au 0.27 -0.33 0.88 0.790
P -1.05 1.44 1.62 0.741
C -1.99 1.83 0.11 -0.248
C -1.04 1.91 -1.05 -0.316
N 0.03 1.10 -1.01 0.023
C 0.90 1.06 -2.03 -0.302
C 0.74 1.88 -3.13 0.013
C -0.36 2.72 -3.21 0.008
C -1.27 2.73 -2.16 0.026
C 2.05 0.08 -1.94 -0.239
P 1.73 -1.20 -0.70 0.746
H -2.16 3.37 -2.12 0.135
H 1.49 1.78 -3.92 0.136
H -0.51 3.37 -4.07 0.136
H 2.22 -0.41 -2.91 0.118
H 2.97 0.59 -1.62 0.116
H -2.66 0.93 -0.01 0.114
H -2.50 2.78 0.25 0.114
H -2.04 -2.86 -0.06 0.003
O -2.53 -1.98 -0.18 -0.128
H -3.42 -2.24 -0.45 0.049
H -0.46 -3.72 1.20 0.092
O -0.87 -4.00 0.34 -0.073
H -0.77 -4.96 0.27 0.097
C 0.83 -2.51 -1.53 -0.237
H 1.43 -2.90 -2.36 0.069
H 0.60 -3.32 -0.83 0.026
H -0.12 -2.10 -1.92 0.065
C 3.27 -1.81 -0.04 -0.236
H 3.06 -2.53 0.76 0.055
H 3.86 -2.31 -0.81 0.070
H 3.86 -0.97 0.36 0.063
C -0.16 2.93 2.16 -0.219
H -0.86 3.74 2.41 0.072
H 0.40 2.68 3.08 0.059
H 0.51 3.27 1.36 0.059
C -2.25 0.97 2.89 -0.233
H -1.69 0.58 3.76 0.054
H -2.84 1.84 3.23 0.070
H -2.92 0.21 2.47 0.062
O 1.90 -1.38 4.57 0.234
N 1.62 -0.82 3.54 0.010
O 0.74 -1.45 2.76 -0.192
```

***

Formula: C32H34CoN5O4P2SSe3
Source: OMol25
Level of theory: ωB97M-V/def2-TZVPD

Values from the calculation:
**Energy relative to the best compared isomer or geometry (same formula, charge and spin)**: 0.3473 eV
**Gap between HOMO and LUMO (alpha / beta)**: 0.266 / 0.266 hartree
**Multiplicity**: 4
**Charge**: -1

The geometry in XYZ format:
```
82
Properties=species:S:1:pos:R:3:lowdin_charge:R:1
Co -1.04 -1.59 -2.64 0.587
C -1.95 -4.76 -2.92 -0.188
C -2.59 -4.10 -1.70 -0.185
N -1.70 -3.10 -1.10 -0.114
C -0.60 -3.64 -0.29 -0.262
C 0.64 -4.09 -1.09 -0.422
S 1.18 -3.08 -2.51 0.914
C 1.00 -4.27 -3.87 -0.439
C -0.32 -4.13 -4.65 -0.263
N -1.42 -3.74 -3.80 -0.132
H -1.15 -5.43 -2.61 0.099
H -2.70 -5.39 -3.42 0.125
H -3.49 -3.58 -2.01 0.110
H -2.85 -4.87 -0.96 0.114
H -2.26 -2.47 -0.54 0.121
H -0.29 -2.86 0.39 0.085
H -0.94 -4.49 0.31 0.114
H 1.48 -4.10 -0.39 0.069
H 0.51 -5.11 -1.46 0.052
H 1.84 -4.07 -4.54 0.067
H 1.14 -5.27 -3.47 0.065
H -0.23 -3.35 -5.41 0.115
H -0.51 -5.08 -5.17 0.118
H -2.16 -3.38 -4.41 0.052
Se 1.98 3.95 1.48 0.361
P 1.90 1.86 1.70 0.542
C 1.11 1.33 3.26 -0.370
C 0.87 -0.03 3.47 -0.074
C 0.32 -0.46 4.67 -0.076
C 0.01 0.46 5.66 -0.091
C 0.25 1.81 5.45 -0.096
C 0.80 2.25 4.25 -0.125
C 3.59 1.19 1.80 -0.356
C 4.17 0.85 3.01 -0.077
C 5.52 0.48 3.06 -0.089
C 6.27 0.45 1.90 -0.096
C 5.69 0.79 0.69 -0.081
C 4.36 1.16 0.63 -0.096
C 1.12 0.83 0.44 -0.400
C 0.07 0.86 -0.48 -0.374
N 0.00 -0.38 -1.02 -0.045
N 0.97 -1.11 -0.48 -0.107
N 1.65 -0.42 0.40 -0.003
P -1.29 2.03 -0.80 0.534
Se -2.34 1.64 -2.56 0.502
C -2.26 1.85 0.73 -0.327
C -1.79 2.32 1.95 -0.095
C -2.52 2.09 3.11 -0.077
C -3.71 1.38 3.05 -0.089
C -4.18 0.91 1.83 -0.083
C -3.46 1.14 0.67 -0.096
C -0.57 3.69 -0.83 -0.402
C 0.45 3.91 -1.75 -0.127
C 0.95 5.18 -1.95 -0.095
C 0.43 6.25 -1.24 -0.101
C -0.61 6.05 -0.34 -0.099
C -1.11 4.77 -0.14 -0.116
H 1.11 -0.74 2.69 0.095
H 0.13 -1.52 4.83 0.101
H -0.42 0.13 6.60 0.098
H 0.01 2.53 6.22 0.102
H 0.99 3.30 4.07 0.060
H 3.59 0.88 3.92 0.102
H 5.96 0.22 4.01 0.098
H 7.31 0.16 1.94 0.096
H 6.27 0.76 -0.23 0.101
H 3.90 1.42 -0.31 0.110
H -0.86 2.87 2.00 0.066
H -2.14 2.46 4.06 0.094
H -4.27 1.20 3.96 0.097
H -5.11 0.36 1.78 0.100
H -3.81 0.80 -0.30 0.067
H 0.85 3.07 -2.31 0.111
H 1.75 5.34 -2.66 0.103
H 0.82 7.25 -1.40 0.098
H -1.03 6.88 0.20 0.100
H -1.93 4.62 0.55 0.103
O -3.08 -1.43 -3.08 -0.564
Se -2.74 -0.97 -4.66 0.730
O -3.05 -2.25 -5.63 -0.488
O -1.06 -0.82 -4.51 -0.545
O -3.47 0.39 -5.11 -0.515
```